No. 1
{
  "formula": "C7H14BClO2",
  "method": "wB97M-V/def2-TZVPD",
  "total_charge": 0,
  "lumo_energy_ha": 0.0216,
  "orbital_gap_ev": 9.4,
  "homo_energy_ev": -8.78,
  "relative_energy_kcal_mol": 46.4,
  "symbols": ["B", "C", "C", "C", "C", "C", "C", "C", "O", "O", "Cl", "H", "H", "H", "H", "H", "H", "H", "H", "H", "H", "H", "H", "H", "H"],
  "coordinates": [[-0.290, 1.940, -0.343], [-1.333, 3.838, 0.208], [-2.279, 2.593, 0.384], [0.938, -3.086, -0.321], [1.764, -0.164, 0.665], [0.328, -1.722, -0.822], [1.111, 0.646, -1.564], [1.455, -0.672, -0.800], [-0.149, 3.224, -0.366], [-1.529, 1.495, 0.045], [0.318, 0.323, -3.029], [-1.696, 4.844, -0.247], [-0.947, 4.159, 1.244], [-2.388, 2.470, 1.486], [-3.322, 2.572, 0.009], [1.929, -3.202, -0.952], [0.326, -4.002, -0.496], [1.080, -3.057, 0.795], [2.152, 0.840, 0.774], [0.777, -0.159, 1.205], [2.254, -0.776, 1.436], [-0.181, -1.833, -1.802], [-0.406, -1.314, -0.055], [2.034, 1.195, -1.767], [2.361, -1.200, -1.199]],
  "mulliken_charge": [0.41, -0.30, -0.30, -1.06, -1.56, -0.43, -0.63, 0.39, -0.27, -0.35, -0.20, 0.25, 0.23, 0.20, 0.29, 0.26, 0.36, 0.25, 0.40, 0.28, 0.38, 0.42, 0.15, 0.46, 0.39]
}

***

No. 2
{
  "formula": "C31H26N10O2S2Sc",
  "method": "wB97M-V/def2-TZVPD",
  "total_charge": -1,
  "lumo_energy_ha": 0.0800,
  "orbital_gap_ev": 6.7,
  "homo_energy_ev": -4.52,
  "relative_energy_kcal_mol": 8.7,
  "symbols": ["Sc", "O", "C", "N", "C", "C", "C", "C", "C", "C", "N", "C", "O", "C", "C", "C", "C", "C", "N", "C", "C", "C", "C", "C", "N", "H", "H", "H", "H", "H", "H", "H", "H", "H", "H", "H", "H", "C", "C", "N", "N", "C", "N", "S", "C", "C", "C", "C", "C", "N", "H", "H", "H", "H", "H", "H", "H", "H", "H", "C", "C", "C", "C", "N", "C", "S", "N", "H", "H", "H", "H", "H"],
  "coordinates": [[-0.165, -0.712, -0.070], [2.901, -1.974, 2.891], [1.873, -1.788, 2.234], [1.720, -1.141, 1.071], [2.864, -0.633, 0.408], [4.069, -0.281, 1.019], [5.121, 0.224, 0.264], [4.983, 0.371, -1.106], [3.786, 0.036, -1.722], [2.718, -0.457, -0.978], [1.441, -0.731, -1.511], [1.331, -1.095, -2.802], [2.222, -1.366, -3.606], [-0.095, -1.109, -3.298], [-0.367, -1.496, -4.601], [-1.671, -1.415, -5.052], [-2.644, -0.912, -4.200], [-2.279, -0.546, -2.916], [-1.033, -0.675, -2.463], [0.600, -2.395, 2.782], [0.672, -3.181, 3.926], [-0.485, -3.759, 4.406], [-1.674, -3.537, 3.724], [-1.649, -2.743, 2.592], [-0.535, -2.170, 2.131], [4.180, -0.424, 2.081], [6.050, 0.487, 0.756], [5.802, 0.755, -1.703], [3.670, 0.147, -2.789], [0.454, -1.835, -5.217], [-1.924, -1.715, -6.062], [-3.670, -0.791, -4.521], [-2.993, -0.121, -2.224], [1.638, -3.312, 4.392], [-0.464, -4.382, 5.292], [-2.606, -3.979, 4.049], [-2.553, -2.575, 2.024], [-4.348, 0.265, 1.591], [-2.892, 0.060, 1.319], [-2.426, -0.792, 0.476], [-3.330, -1.609, -0.153], [-2.788, -2.680, -0.700], [-3.700, -3.491, -1.328], [-1.146, -3.191, -0.739], [-1.899, 0.848, 2.094], [-2.292, 1.776, 3.046], [-1.320, 2.484, 3.737], [0.013, 2.237, 3.471], [0.326, 1.280, 2.516], [-0.604, 0.608, 1.853], [-4.935, -0.431, 1.003], [-4.621, 1.288, 1.321], [-4.572, 0.126, 2.651], [-4.595, -3.071, -1.523], [-3.322, -4.115, -2.020], [-3.340, 1.961, 3.227], [-1.608, 3.227, 4.470], [0.804, 2.769, 3.979], [1.352, 1.047, 2.260], [3.420, 3.684, -0.988], [2.001, 3.793, -1.465], [1.606, 4.799, -2.341], [0.278, 4.786, -2.721], [-0.600, 3.893, -2.291], [-0.136, 2.955, -1.437], [-1.290, 1.847, -0.768], [1.145, 2.883, -1.018], [3.941, 4.638, -1.073], [3.954, 2.941, -1.581], [3.443, 3.334, 0.043], [2.300, 5.545, -2.703], [-0.105, 5.537, -3.408]],
  "mulliken_charge": [-0.30, -0.80, 0.28, 0.44, -0.10, -0.44, -0.77, -0.72, -0.24, -0.04, 0.37, -0.12, -0.79, 0.32, -0.63, -0.48, -1.05, -0.32, 0.84, 0.25, -0.75, -0.35, -1.13, -0.27, 0.70, 0.48, 0.37, 0.39, 0.46, 0.54, 0.41, 0.45, 0.49, 0.52, 0.41, 0.44, 0.36, -2.29, 0.20, 2.41, -1.88, 0.31, -0.47, -0.48, 1.06, -0.90, -0.66, -1.01, -0.32, 0.89, 0.43, 0.40, 0.38, 0.25, 0.24, 0.48, 0.40, 0.47, 0.37, -1.13, 0.92, -0.78, -0.26, -0.57, 0.25, -0.34, -0.12, 0.44, 0.13, 0.23, 0.37, 0.39]
}

***

No. 3
{
  "formula": "C45H46BrF10N5O7PS2SiTl",
  "method": "wB97M-V/def2-TZVPD",
  "total_charge": 0,
  "lumo_energy_ha": [-0.0789, -0.0436],
  "orbital_gap_ev": [6.0, 7.5],
  "homo_energy_ev": [-8.10, -8.65],
  "relative_energy_kcal_mol": 42.6,
  "symbols": ["Tl", "C", "Si", "C", "N", "C", "C", "C", "C", "C", "C", "C", "C", "C", "C", "C", "C", "C", "C", "C", "C", "C", "H", "H", "H", "H", "H", "H", "H", "H", "H", "H", "H", "H", "H", "H", "H", "H", "H", "H", "H", "H", "H", "H", "H", "H", "F", "C", "F", "F", "S", "O", "O", "N", "S", "O", "O", "C", "F", "F", "F", "F", "C", "C", "F", "C", "F", "C", "P", "C", "C", "C", "C", "C", "C", "C", "C", "C", "C", "C", "C", "C", "Br", "C", "F", "H", "H", "H", "H", "H", "H", "H", "H", "H", "H", "O", "N", "O", "C", "N", "C", "C", "C", "N", "C", "C", "O", "H", "H", "H", "H", "H", "H", "H", "H", "H", "H", "H", "H"],
  "coordinates": [[-0.630, 0.492, -0.573], [-3.089, 1.535, -1.725], [-3.525, 0.096, -2.793], [-2.007, -0.788, -3.538], [-0.978, -1.345, -2.663], [0.225, -1.733, -3.403], [1.396, -1.949, -2.449], [0.969, -2.653, -1.147], [-0.359, -3.367, -1.340], [-1.480, -2.460, -1.859], [-4.668, -1.088, -1.885], [-4.993, -2.323, -2.452], [-5.839, -3.212, -1.806], [-6.389, -2.876, -0.574], [-6.093, -1.647, -0.001], [-5.240, -0.764, -0.653], [-4.439, 0.756, -4.303], [-4.055, 0.489, -5.619], [-4.768, 1.007, -6.693], [-5.879, 1.807, -6.471], [-6.273, 2.089, -5.169], [-5.561, 1.567, -4.101], [-3.491, 1.688, -0.727], [-2.596, 2.409, -2.141], [-1.534, -0.038, -4.181], [-2.409, -1.575, -4.205], [0.476, -0.942, -4.104], [0.025, -2.643, -3.994], [1.803, -0.978, -2.179], [2.180, -2.508, -2.965], [1.868, -1.595, 0.283], [1.714, -3.420, -0.904], [-0.676, -3.799, -0.389], [-0.186, -4.190, -2.036], [-2.039, -2.043, -1.019], [-2.193, -3.067, -2.438], [-4.583, -2.594, -3.421], [-6.071, -4.167, -2.262], [-7.048, -3.570, -0.066], [-6.526, -1.374, 0.954], [-5.017, 0.188, -0.183], [-3.186, -0.126, -5.823], [-4.449, 0.789, -7.706], [-6.434, 2.212, -7.308], [-7.134, 2.723, -4.988], [-5.881, 1.795, -3.087], [1.702, 0.838, -5.236], [1.413, 2.067, -4.797], [0.080, 2.210, -4.780], [1.933, 2.951, -5.635], [2.076, 2.279, -3.091], [1.334, 1.298, -2.322], [3.486, 2.065, -3.214], [1.762, 3.786, -2.805], [0.553, 4.336, -1.955], [0.271, 5.686, -2.314], [-0.548, 3.422, -1.789], [1.292, 4.430, -0.260], [0.606, 5.283, 0.496], [2.566, 4.807, -0.290], [1.230, 3.209, 0.309], [-3.135, 3.096, 7.319], [-2.325, 2.628, 6.381], [-0.994, 2.399, 6.658], [-0.517, 2.647, 7.873], [-0.159, 1.911, 5.670], [1.110, 1.715, 6.036], [-0.594, 1.647, 4.376], [0.518, 1.028, 3.004], [0.929, -0.635, 3.679], [1.779, -0.907, 4.753], [1.973, -2.214, 5.177], [1.329, -3.266, 4.536], [0.487, -3.007, 3.466], [0.294, -1.699, 3.040], [1.997, 2.059, 3.343], [3.289, 1.540, 3.327], [4.384, 2.380, 3.486], [4.202, 3.746, 3.637], [2.918, 4.276, 3.623], [1.825, 3.438, 3.474], [-1.948, 1.909, 4.121], [-2.716, 1.682, 2.416], [-2.798, 2.372, 5.111], [-4.088, 2.596, 4.861], [2.298, -0.108, 5.263], [2.622, -2.409, 6.022], [1.484, -4.283, 4.875], [-0.020, -3.820, 2.958], [-0.334, -1.503, 2.181], [3.442, 0.476, 3.183], [5.385, 1.964, 3.492], [5.059, 4.399, 3.757], [2.768, 5.343, 3.731], [0.826, 3.860, 3.452], [-2.721, -3.268, 1.354], [-3.049, -2.141, 1.435], [-2.629, -1.130, 0.980], [3.414, -3.771, 1.609], [4.163, -2.661, 1.051], [5.615, -2.822, 1.020], [6.203, -1.891, -0.021], [5.701, -0.485, 0.243], [4.238, -0.498, 0.320], [3.594, 0.736, -0.108], [3.509, -1.551, 0.682], [0.891, -1.734, -0.066], [3.658, -3.911, 2.666], [3.646, -4.699, 1.079], [2.352, -3.558, 1.528], [5.839, -3.861, 0.775], [6.037, -2.612, 2.009], [5.867, -2.204, -1.012], [7.291, -1.926, 0.000], [5.992, 0.185, -0.566], [6.118, -0.092, 1.176], [3.763, 0.903, -1.170], [4.000, 1.584, 0.446], [2.526, 0.670, 0.082]],
  "mulliken_charge": [1.85, -1.58, -0.14, -1.18, 1.13, -1.32, 0.42, 0.00, -2.13, 0.39, 0.97, -0.23, -0.76, -0.53, -0.57, -0.54, 0.59, -0.27, -0.79, -0.44, -0.72, -0.37, 0.59, 0.65, 0.49, 0.35, 0.44, 0.30, -0.49, 0.34, -1.09, 0.73, 0.50, 0.46, -0.69, 0.41, 0.41, 0.42, 0.40, 0.45, 0.17, 0.30, 0.39, 0.39, 0.40, 0.38, -0.23, 0.60, -0.23, -0.23, 1.07, -0.57, -0.76, -0.69, 0.99, -0.70, -0.62, 0.58, -0.23, -0.25, -0.15, -0.29, 0.61, 0.28, -0.30, 0.27, -0.43, -0.44, 0.88, 0.30, 0.05, -0.82, -0.78, -0.16, 0.30, 0.54, -0.38, -0.63, -0.77, -0.72, -0.86, 0.20, -0.10, 0.12, -0.33, 0.42, 0.43, 0.40, 0.44, -0.51, 0.34, 0.40, 0.40, 0.47, 0.48, -0.37, 0.39, 0.04, -0.98, 0.50, -0.66, -0.75, -0.69, 0.73, -1.61, -0.34, 0.83, 0.38, 0.38, 0.05, 0.38, 0.28, 0.29, 0.39, 0.40, 0.27, 0.88, 0.44, -0.08]
}

***

Number 1: E_tot -24778.6287 eV. Number 2: E_tot -93944.8397 eV. Number 3: E_tot -209937.1066 eV.